This record from OMol25 describes 22 unconnected molecules or ions with the total composition C80H224N20O22 in a non-equilibrium geometry. The level of theory is the ωB97M-V functional and the def2-TZVPD basis.

Atoms and positions in Å:
O1 1.415 -3.579 6.004
H1 0.986 -4.371 6.329
H2 1.955 -3.881 5.274
O2 1.462 3.349 0.587
H3 1.704 2.528 1.015
H4 2.274 3.660 0.188
C1 -10.213 1.392 3.917
C2 -9.166 0.552 4.683
C3 -7.751 0.639 3.987
O3 -6.779 -0.222 4.588
C4 -5.412 0.085 4.264
N1 -9.121 1.217 6.014
H5 -11.206 1.499 4.353
H6 -10.424 1.092 2.890
H7 -9.851 2.413 3.800
H8 -9.438 -0.496 4.804
H9 -7.437 1.683 4.010
H10 -7.729 0.242 2.973
H11 -5.345 0.297 3.197
H12 -4.753 -0.765 4.443
H13 -4.952 0.903 4.820
H14 -10.072 1.202 6.353
H15 -8.580 0.655 6.656
C5 8.174 0.063 -4.712
C6 7.748 -0.123 -3.251
C7 6.312 -0.738 -3.105
O4 5.327 0.191 -3.550
C8 3.989 -0.252 -3.223
N2 8.687 -0.841 -2.463
H16 7.569 0.774 -5.274
H17 8.069 -0.858 -5.286
H18 9.210 0.398 -4.734
H19 7.586 0.915 -2.961
H20 6.259 -0.969 -2.041
H21 6.291 -1.736 -3.543
H22 3.345 0.591 -3.474
H23 3.797 -0.382 -2.158
H24 3.674 -1.207 -3.642
H25 8.714 -1.765 -2.871
H26 8.301 -1.017 -1.546
C9 -5.827 -1.176 0.475
C10 -5.667 0.312 0.074
C11 -4.301 0.691 -0.288
O5 -4.225 2.095 -0.556
C12 -2.934 2.643 -0.857
N3 -6.655 0.418 -0.970
H27 -5.571 -1.831 -0.358
H28 -6.841 -1.486 0.725
H29 -5.180 -1.458 1.306
H30 -5.887 0.904 0.962
H31 -3.965 0.038 -1.093
H32 -3.737 0.411 0.602
H33 -2.653 2.379 -1.877
H34 -2.069 2.432 -0.229
H35 -3.102 3.718 -0.798
H36 -7.572 0.401 -0.547
H37 -6.545 1.265 -1.508
C13 -0.601 6.190 -6.527
C14 -1.738 5.757 -5.619
C15 -1.385 5.746 -4.133
O6 -0.242 4.848 -3.982
C16 0.117 4.586 -2.600
N4 -2.880 6.636 -5.925
H38 -0.780 6.125 -7.600
H39 0.240 5.515 -6.366
H40 -0.257 7.152 -6.148
H41 -2.089 4.788 -5.973
H42 -2.299 5.374 -3.671
H43 -1.058 6.745 -3.845
H44 0.972 3.926 -2.453
H45 -0.769 4.132 -2.156
H46 0.155 5.557 -2.104
H47 -2.685 7.070 -6.816
H48 -2.892 7.380 -5.243
C17 -4.638 4.583 -3.417
C18 -5.886 3.694 -3.532
C19 -5.837 2.482 -4.452
O7 -5.251 2.593 -5.807
C20 -5.888 3.554 -6.633
N5 -6.193 3.197 -2.199
H49 -4.463 4.902 -4.444
H50 -3.791 3.982 -3.087
H51 -4.675 5.468 -2.783
H52 -6.721 4.317 -3.850
H53 -6.807 1.993 -4.539
H54 -5.162 1.711 -4.081
H55 -5.524 4.581 -6.625
H56 -6.977 3.553 -6.584
H57 -5.775 3.164 -7.645
H58 -5.293 2.950 -1.814
H59 -6.688 3.920 -1.697
C21 0.672 -1.783 -5.443
C22 1.217 -1.363 -6.888
C23 2.358 -2.207 -7.333
O8 3.474 -2.016 -6.489
C24 4.630 -2.769 -6.758
N6 0.072 -1.494 -7.808
H60 0.405 -2.840 -5.454
H61 -0.214 -1.262 -5.078
H62 1.489 -1.493 -4.783
H63 1.550 -0.325 -6.871
H64 2.655 -2.008 -8.363
H65 2.127 -3.269 -7.407
H66 4.554 -3.776 -6.347
H67 5.417 -2.173 -6.295
H68 4.781 -2.837 -7.836
H69 0.367 -1.455 -8.773
H70 -0.594 -0.735 -7.807
C25 6.015 -1.215 1.368
C26 7.440 -1.863 1.114
C27 7.412 -3.084 0.123
O9 6.932 -4.211 0.805
C28 7.151 -5.395 0.047
N7 8.312 -0.795 0.676
H71 5.372 -1.986 1.792
H72 5.497 -0.966 0.442
H73 5.939 -0.362 2.043
H74 7.858 -2.084 2.096
H75 8.444 -3.270 -0.174
H76 6.986 -2.805 -0.841
H77 8.178 -5.565 -0.276
H78 6.467 -5.574 -0.782
H79 6.888 -6.259 0.657
H80 9.214 -1.228 0.537
H81 8.280 -0.247 1.524
C29 3.054 3.501 4.726
C30 2.288 2.400 5.374
C31 3.189 1.060 5.316
O10 3.222 0.391 4.079
C32 3.711 -0.933 4.253
N8 2.089 2.747 6.749
H82 2.427 4.373 4.538
H83 3.162 3.091 3.722
H84 4.049 3.817 5.039
H85 1.274 2.322 4.982
H86 2.705 0.450 6.080
H87 4.148 1.211 5.811
H88 3.391 -1.464 5.149
H89 4.798 -0.963 4.185
H90 3.385 -1.457 3.355
H91 1.458 2.041 7.100
H92 1.459 3.530 6.848
C33 6.341 2.333 0.322
C34 4.953 2.901 0.127
C35 5.029 4.468 -0.089
O11 3.717 4.953 -0.451
C36 3.523 6.322 -0.483
N9 4.252 2.302 -1.006
H93 6.851 2.355 -0.642
H94 6.326 1.325 0.736
H95 6.915 2.908 1.049
H96 4.374 2.792 1.044
H97 5.804 4.843 -0.758
H98 5.310 4.874 0.882
H99 2.768 6.410 -1.264
H100 4.349 7.009 -0.671
H101 3.093 6.614 0.476
H102 3.662 3.089 -1.237
H103 4.844 2.353 -1.822
C37 1.651 -1.284 9.017
C38 0.515 -0.310 8.642
C39 -0.692 -0.980 7.844
O12 -1.788 -0.093 7.836
C40 -2.916 -0.594 7.096
N10 0.142 0.311 9.875
H104 2.479 -0.769 9.504
H105 2.103 -1.687 8.110
H106 1.289 -2.116 9.621
H107 1.072 0.402 8.034
H108 -0.952 -1.857 8.436
H109 -0.289 -1.355 6.903
H110 -2.682 -0.919 6.082
H111 -3.652 0.207 7.017
H112 -3.515 -1.363 7.583
H113 -0.597 0.943 9.604
H114 -0.419 -0.299 10.452
C41 -1.450 5.353 1.049
C42 -0.356 6.094 1.875
C43 -0.053 5.443 3.270
O13 1.047 6.027 3.909
C44 0.818 7.253 4.467
N11 0.774 6.000 0.955
H115 -1.169 4.300 1.013
H116 -1.439 5.667 0.005
H117 -2.430 5.551 1.482
H118 -0.578 7.156 1.982
H119 0.229 4.422 3.013
H120 -0.896 5.410 3.960
H121 1.270 7.374 5.452
H122 -0.248 7.446 4.587
H123 1.199 8.011 3.783
H124 0.844 5.010 0.769
H125 1.547 6.192 1.575
C45 3.496 -3.379 -0.563
C46 2.365 -3.431 -1.615
C47 2.701 -4.586 -2.636
O14 1.646 -4.788 -3.625
C48 2.108 -5.594 -4.743
N12 1.147 -3.723 -0.878
H126 3.596 -4.321 -0.024
H127 3.367 -2.432 -0.040
H128 4.444 -3.193 -1.068
H129 2.413 -2.468 -2.123
H130 2.816 -5.506 -2.063
H131 3.711 -4.469 -3.027
H132 2.187 -6.644 -4.462
H133 3.041 -5.218 -5.164
H134 1.318 -5.556 -5.493
H135 0.807 -2.890 -0.419
H136 0.457 -4.121 -1.499
C49 -3.163 -8.500 -6.400
C50 -2.535 -7.149 -6.738
C51 -2.562 -6.121 -5.555
O15 -2.272 -4.802 -6.059
C52 -2.294 -3.749 -5.125
N13 -1.286 -7.456 -7.412
H137 -4.146 -8.324 -5.964
H138 -2.449 -9.014 -5.757
H139 -3.255 -9.092 -7.311
H140 -3.162 -6.763 -7.541
H141 -1.903 -6.371 -4.724
H142 -3.543 -6.177 -5.084
H143 -1.812 -3.960 -4.170
H144 -3.332 -3.531 -4.874
H145 -1.901 -2.823 -5.545
H146 -0.592 -7.949 -6.869
H147 -0.922 -6.561 -7.704
C53 3.570 4.741 -3.949
C54 3.899 3.323 -4.415
C55 4.101 3.285 -5.947
O16 3.000 3.797 -6.735
C56 1.737 3.119 -6.576
N14 5.079 2.918 -3.702
H148 2.752 5.064 -4.592
H149 4.371 5.460 -4.122
H150 3.306 4.881 -2.901
H151 3.026 2.757 -4.091
H152 4.325 2.260 -6.245
H153 4.969 3.921 -6.118
H154 1.256 3.123 -5.598
H155 1.864 2.086 -6.898
H156 1.099 3.357 -7.428
H157 5.154 1.912 -3.756
H158 5.843 3.235 -4.282
C57 -4.744 -5.225 10.324
C58 -4.203 -4.406 9.178
C59 -3.944 -5.265 7.891
O17 -3.412 -4.431 6.836
C60 -1.983 -4.153 6.824
N15 -5.192 -3.395 8.941
H159 -4.159 -6.109 10.579
H160 -5.803 -5.485 10.321
H161 -4.721 -4.587 11.207
H162 -3.270 -3.935 9.488
H163 -4.887 -5.646 7.498
H164 -3.357 -6.157 8.105
H165 -1.504 -3.754 7.718
H166 -1.758 -3.461 6.013
H167 -1.357 -5.033 6.676
H168 -5.432 -3.205 7.978
H169 -6.049 -3.852 9.219
C61 -2.585 -3.137 3.098
C62 -2.959 -4.117 1.953
C63 -2.504 -3.560 0.601
O18 -3.098 -4.423 -0.353
C64 -2.538 -4.467 -1.636
N16 -2.481 -5.411 2.355
H170 -1.560 -2.797 3.250
H171 -2.860 -3.552 4.068
H172 -3.224 -2.255 3.059
H173 -4.042 -4.234 1.934
H174 -1.415 -3.573 0.559
H175 -2.906 -2.547 0.580
H176 -3.098 -5.145 -2.280
H177 -1.515 -4.818 -1.499
H178 -2.396 -3.479 -2.075
H179 -2.915 -6.009 1.667
H180 -1.485 -5.487 2.206
C65 -2.505 0.443 -6.056
C66 -1.468 1.605 -6.186
C67 -1.583 2.233 -7.640
O19 -1.109 1.352 -8.611
C68 -1.021 1.949 -9.845
N17 -1.870 2.605 -5.183
H181 -3.490 0.684 -6.454
H182 -2.749 0.138 -5.039
H183 -2.168 -0.433 -6.612
H184 -0.416 1.386 -6.005
H185 -1.050 3.184 -7.647
H186 -2.597 2.528 -7.909
H187 -1.925 2.460 -10.179
H188 -0.577 1.270 -10.572
H189 -0.273 2.741 -9.875
H190 -1.250 3.371 -4.964
H191 -2.802 2.913 -5.420
C69 0.950 -6.416 3.736
C70 1.089 -5.243 2.686
C71 2.524 -4.678 2.750
O20 3.032 -4.526 4.105
C72 4.466 -4.333 4.079
N18 0.695 -5.731 1.396
H192 1.855 -7.023 3.755
H193 0.104 -7.066 3.513
H194 0.871 -6.040 4.756
H195 0.444 -4.417 2.986
H196 2.479 -3.753 2.176
H197 3.174 -5.391 2.242
H198 4.854 -4.077 5.065
H199 4.745 -3.470 3.474
H200 4.901 -5.288 3.785
H201 1.366 -6.395 1.038
H202 0.788 -4.942 0.772
C73 -2.217 4.580 6.245
C74 -2.302 3.067 6.132
C75 -2.008 2.608 4.687
O21 -3.145 2.735 3.808
C76 -2.868 2.143 2.592
N19 -1.271 2.623 7.032
H203 -1.183 4.832 6.010
H204 -2.316 4.895 7.283
H205 -3.052 5.033 5.709
H206 -3.291 2.723 6.436
H207 -1.759 1.552 4.784
H208 -1.095 3.002 4.240
H209 -3.702 2.092 1.892
H210 -2.572 1.104 2.738
H211 -2.032 2.563 2.034
H212 -1.371 3.040 7.946
H213 -1.453 1.646 7.216
C77 0.267 0.044 2.525
C78 1.324 -0.035 1.392
C79 0.754 0.088 -0.026
O22 -0.228 -0.908 -0.250
C80 -0.935 -0.681 -1.469
N20 2.319 1.000 1.618
H214 -0.017 1.091 2.635
H215 0.677 -0.245 3.493
H216 -0.607 -0.597 2.409
H217 1.687 -1.058 1.493
H218 1.475 -0.111 -0.819
H219 0.242 1.038 -0.178
H220 -1.481 0.259 -1.387
H221 -1.691 -1.437 -1.684
H222 -0.213 -0.796 -2.277
H223 2.932 1.012 0.816
H224 2.910 0.728 2.391

## Properties
- multiplicity = 1
- F_max (eV/A) = 3.11
- HOMO-LUMO gap (eV) = 8.783
- LUMO energy (Eh) = 0.008
- HOMO (eV) = -8.5613